C9H15BeO6 as an isolated structure at a distorted geometry. Source: OMol25; level of theory: ωB97M-V with the def2-TZVPD basis set.

Computed properties:
- HOMO (Eh) = -0.420
- DFT total energy (Eh) = -817.8434
- multiplicity = 1
- LUMO (eV) = -4.71
- total charge = +1
- HOMO-LUMO gap (eV) = 6.72

Each line ends with the natural charge from an NBO analysis.
Cartesian coordinates (Å):
O 0.058 -2.755 1.293  -0.538
C 1.237 -2.596 1.030  0.439
C 1.690 -1.607 0.010  -0.195
O 0.561 -0.950 -0.518  -0.693
C 0.786 0.123 -1.427  -0.101
C 0.969 1.438 -0.720  -0.048
O 2.023 1.358 0.138  -0.552
C 1.941 2.103 1.335  -0.254
H 2.247 -2.135 -0.783  0.247
H 2.016 -3.204 1.521  0.175
H 2.421 -0.943 0.500  0.258
H -0.094 0.167 -2.081  0.250
H 1.655 -0.100 -2.063  0.224
H 1.016 2.273 -1.440  0.210
H 0.067 1.653 0.049  0.128
H 2.923 2.057 1.818  0.224
H 1.684 3.156 1.141  0.190
H 1.207 1.625 2.000  0.165
O -1.602 -2.525 -0.889  -0.860
C -2.292 -1.736 -1.684  0.194
C -2.373 -0.401 -1.504  -0.198
O -1.484 0.126 -0.554  -0.678
C -2.015 0.988 0.432  -0.188
C -1.086 0.896 1.609  0.423
O -0.514 -0.195 1.846  -0.618
Be -0.730 -1.209 0.196  1.684
H -2.960 -2.201 -2.424  0.189
H -2.958 0.308 -2.085  0.217
H -3.032 0.689 0.736  0.270
H -2.027 2.030 0.070  0.232
H -1.333 1.567 2.451  0.205